(1)
A 7-piece molecular cluster, C21H34Br12ClNO3 overall at a distorted geometry, computed with ωB97M-V/def2-TZVPD.

The LUMO energy is 0.200 eV. As for the relative energy (zero: lowest compared OMol25 entry of this formula, charge and spin): 0.0 kcal/mol. As for the net charge: 0. The largest force on an atom comes out at 3.33 eV/A.

Last column: Löwdin charge in e.
Geometry (Å):
1 Br 5.948 -1.748 0.228  0.589
2 C -1.870 -0.383 -1.805  -0.359
3 C 2.480 2.574 2.491  -0.674
4 C 0.645 -3.199 5.066  -0.704
5 C 7.422 -1.173 2.618  -0.696
6 H -1.076 -6.024 -0.258  0.052
7 Cl 0.055 2.085 -0.625  0.723
8 Br -1.891 -4.049 1.758  0.603
9 H -6.694 -4.064 4.555  0.058
10 H -0.378 -1.422 -3.001  0.089
11 Br 2.531 4.955 -4.811  0.763
12 C 2.465 6.562 -5.912  -0.671
13 H -2.190 -2.082 -0.537  -0.034
14 C 0.036 2.556 -3.877  -0.134
15 H -2.563 -6.524 -1.085  0.060
16 H 2.247 2.160 3.468  0.056
17 H -1.387 1.199 -4.543  0.128
18 C 1.141 7.263 -5.765  -0.697
19 H -7.355 -3.891 2.225  0.059
20 H 3.302 4.490 2.989  0.059
21 Br 2.877 1.073 1.321  0.602
22 N -2.572 0.441 -2.513  0.154
23 C -2.955 3.835 -2.225  -0.545
24 C -0.429 -0.759 -2.127  -0.041
25 O -3.360 4.853 -2.657  0.195
26 H 0.332 -4.037 5.687  0.058
27 C -2.910 -5.220 0.584  -0.679
28 H -1.984 2.848 -4.499  0.131
29 C 1.493 -3.681 3.919  -0.697
30 C -6.296 -3.819 2.463  -0.681
31 Br -4.260 -3.671 4.472  0.590
32 C -2.060 1.792 -2.572  -0.413
33 Br 5.093 2.911 3.613  0.608
34 H 1.585 3.034 2.073  0.046
35 O -3.301 2.590 -2.660  0.075
36 Br 1.733 -2.290 2.580  0.582
37 Br -1.824 -4.317 -1.905  0.686
38 H -6.357 -2.384 4.096  0.052
39 H 7.493 -0.607 3.545  0.056
40 Br 7.908 -2.998 3.097  0.596
41 C -1.374 2.123 -3.953  -0.072
42 H 8.175 -0.819 1.921  0.050
43 H -3.221 -6.055 1.209  0.062
44 H -2.200 1.918 -0.510  0.115
45 O -2.025 3.760 -1.201  0.060
46 H -3.611 -1.003 -0.703  0.064
47 Br -5.592 -2.469 1.249  0.647
48 H 3.274 7.195 -5.551  0.056
49 H 2.485 -3.999 4.226  0.051
50 C -6.105 -3.422 3.903  -0.686
51 H 1.188 8.261 -6.195  0.056
52 H 0.809 7.331 -4.733  0.052
53 H 5.688 -0.066 2.015  0.005
54 H 2.676 6.257 -6.932  0.050
55 C -2.524 -1.039 -0.594  -0.057
56 H -2.183 -0.435 0.257  0.101
57 Br 1.651 -2.032 6.257  0.607
58 Br -0.263 6.346 -6.752  0.608
59 H -3.787 -4.661 0.268  0.016
60 C 1.202 2.782 -3.737  -0.071
61 C -2.068 -5.706 -0.565  -0.671
62 H 0.997 -4.498 3.397  0.038
63 H 4.021 3.771 1.536  0.052
64 H 0.150 0.134 -2.390  0.042
65 H -0.230 -2.643 4.744  0.044
66 H 2.228 2.954 -3.537  -0.039
67 H -5.806 -4.755 2.213  0.044
68 C 3.616 3.560 2.521  -0.688
69 H -0.015 -1.303 -1.271  0.081
70 C 6.025 -1.100 2.064  -0.713
71 C -1.568 2.416 -1.261  -0.590
72 H 5.308 -1.684 2.634  0.041

=====

(2)
A 2-piece molecular cluster, C21H34Br2IN2O9P2 overall at a distorted geometry, computed with ωB97M-V/def2-TZVPD.

The LUMO energy is -4.049 eV. As for the relative energy (zero: lowest compared OMol25 entry of this formula, charge and spin): 226.9 kcal/mol. As for the net charge: +1. The largest force on an atom comes out at 7.66 eV/A.

Last column: Löwdin charge in e.
Geometry (Å):
1 C 4.902 -1.638 -1.274  -0.272
2 H 0.988 3.936 -1.748  0.059
3 H 1.944 -6.911 4.263  0.088
4 H 1.878 -0.197 1.878  0.171
5 O -0.061 3.870 -4.536  0.080
6 C -2.714 7.170 -4.387  -0.199
7 H -5.812 -1.640 3.325  0.088
8 I 0.832 -0.380 -2.051  1.060
9 H 4.373 -0.527 0.489  0.107
10 C -5.242 -0.688 3.744  -0.144
11 O -3.587 8.242 -4.401  0.093
12 C -4.225 -0.152 2.554  -0.208
13 C -1.916 6.945 -3.341  0.083
14 H 0.068 -6.366 4.098  0.089
15 H 4.698 -2.766 -1.607  0.132
16 H 6.780 -1.120 -0.042  0.082
17 H 0.057 -3.084 -0.890  0.060
18 H 0.051 -1.106 2.624  0.141
19 O -3.456 6.498 -6.516  0.124
20 H -1.625 -4.230 1.139  0.071
21 H -1.972 0.105 2.809  0.093
22 C -1.296 -1.184 0.816  -0.166
23 C 0.424 -3.684 0.044  -0.187
24 C -2.719 -0.801 2.757  -0.226
25 H -0.388 -5.716 0.879  0.086
26 H 4.462 -0.967 -2.138  0.115
27 H -1.740 4.518 -6.462  0.142
28 N 4.207 -1.459 0.054  -0.052
29 H -4.660 -0.345 1.461  0.130
30 H 2.594 -2.344 -1.091  0.122
31 O -2.362 -1.790 1.686  -0.234
32 P -0.055 2.701 -0.223  0.492
33 O -0.254 5.562 -2.383  0.071
34 C -0.841 -4.712 0.419  -0.106
35 H 6.982 -0.821 -1.966  0.081
36 O -1.367 2.099 -0.944  -0.445
37 Br 2.876 -5.732 1.652  0.689
38 H -2.685 -1.301 3.840  0.090
39 H -1.919 7.585 -2.468  0.140
40 H 2.675 0.622 -0.246  0.128
41 C -0.953 4.926 -4.538  -0.199
42 C -1.753 5.149 -5.582  0.088
43 O 1.248 3.033 -1.347  -0.286
44 C -2.698 6.277 -5.578  -0.296
45 C 1.469 -5.032 2.881  -0.611
46 C 0.926 -2.776 1.316  -0.320
47 C 0.197 -1.292 1.451  -0.171
48 N 1.146 -0.123 1.101  -0.353
49 C 2.696 -1.758 -0.056  -0.352
50 O 2.362 -2.554 1.111  -0.130
51 H 0.402 3.921 -3.671  0.085
52 C 1.905 -0.287 -0.166  -0.617
53 C 0.672 -3.758 2.644  -0.485
54 C 1.191 -5.989 4.227  -0.177
55 H 6.993 -2.624 -1.208  0.093
56 P 0.497 1.499 1.493  0.923
57 H -1.456 -1.685 -0.237  0.121
58 H -5.987 0.165 4.098  0.086
59 C 6.550 -1.518 -1.130  -0.102
60 H -1.273 4.075 1.138  0.101
61 H 1.601 2.266 2.096  -0.006
62 C -0.989 5.803 -3.335  -0.284
63 H -4.173 1.029 2.694  0.109
64 Br -0.720 -3.466 4.073  0.747
65 H 1.317 -5.343 5.204  0.079
66 H -4.665 -1.049 4.714  0.075
67 H -4.053 8.188 -5.264  0.122
68 H 1.265 -4.416 -0.386  0.111
69 H -1.322 -5.054 -0.619  0.100
70 H -1.698 -0.071 0.655  0.118
71 O -0.592 4.274 0.405  -0.236

=====

(3)
C21H34Cl2NO3P3PdS2 as an isolated structure at a distorted geometry, computed with ωB97M-V/def2-TZVPD.

Its spin multiplicity is 3. The LUMO energy (spin up / spin down) is -0.030 / -1.851 eV. As for the relative energy (zero: lowest compared OMol25 entry of this formula, charge and spin): 13.4 kcal/mol. As for the net charge: 0. The largest force on an atom comes out at 1.20 eV/A.

Last column: natural (NBO) charge in e.
Geometry (Å):
1 H 2.492 -0.590 6.335  0.182
2 H 4.042 -1.134 1.857  0.223
3 C -2.712 -0.722 4.593  0.105
4 S -0.238 0.655 2.551  -0.664
5 H 0.950 1.020 7.456  0.237
6 O 1.066 -0.150 5.008  -0.847
7 H 3.691 1.116 -1.379  0.251
8 H 3.106 0.190 2.603  0.265
9 H -5.146 0.031 1.168  0.225
10 S -0.879 2.127 5.467  -0.627
11 C -3.050 0.076 0.722  0.067
12 H 0.012 -2.365 6.146  0.226
13 H -0.020 -4.892 0.399  0.236
14 P 2.459 -0.139 0.290  0.952
15 C 2.009 -2.870 -0.240  -0.716
16 O -0.111 0.332 -2.020  -0.761
17 H 1.413 -2.680 7.183  0.209
18 H 0.055 -2.248 -2.497  0.265
19 H -1.445 -3.965 0.920  0.247
20 C -1.306 0.170 -2.423  0.411
21 C -0.376 -2.954 -1.789  -0.953
22 H -2.947 -2.853 4.768  0.211
23 Cl -5.625 -0.348 -3.896  -0.010
24 H -4.571 -0.325 5.599  0.207
25 C -4.003 -0.165 -3.310  -0.104
26 H -0.339 -0.186 7.412  0.221
27 C -2.972 -0.073 -4.218  -0.203
28 O -1.323 -0.787 4.905  -0.854
29 C 3.821 0.939 -0.313  -0.927
30 P -0.342 0.459 4.557  1.688
31 P 0.194 -2.507 -0.106  0.974
32 H -3.203 0.614 6.201  0.245
33 N -2.098 0.090 -0.182  -0.487
34 C 3.061 -0.669 1.936  -0.950
35 H -2.869 0.063 3.838  0.184
36 H -1.461 -2.873 -1.841  0.250
37 C -0.357 -3.968 0.866  -0.933
38 C -4.406 -0.007 0.386  -0.254
39 H -5.795 -0.227 -1.222  0.234
40 H -3.182 -0.117 -5.275  0.240
41 H 2.551 -1.411 -1.744  0.245
42 H -4.137 -2.078 3.709  0.209
43 C -3.096 -2.080 4.017  -0.621
44 C 1.404 -0.732 6.274  0.121
45 H 3.885 -1.882 -0.666  0.229
46 C -2.413 0.056 -1.495  0.049
47 H 2.334 -1.368 2.351  0.248
48 C -1.662 0.082 -3.787  -0.168
49 H -2.737 0.139 1.756  0.223
50 H -0.074 -3.968 -2.046  0.231
51 C -3.512 -0.364 5.837  -0.635
52 H 4.788 0.465 -0.134  0.232
53 C -4.761 -0.123 -0.932  -0.147
54 H 2.356 -3.182 0.748  0.233
55 C -3.761 -0.095 -1.926  -0.035
56 H -2.468 -2.303 3.157  0.210
57 C 1.084 -2.222 6.253  -0.631
58 C 2.812 -1.661 -0.710  -0.715
59 H 1.110 -0.482 8.383  0.210
60 H 0.042 -3.900 1.877  0.247
61 H 3.788 1.895 0.207  0.250
62 H -3.351 -1.105 6.618  0.204
63 Cl -0.398 0.175 -4.965  0.002
64 H 1.581 -2.705 5.415  0.205
65 H 2.145 -3.707 -0.934  0.237
66 C 0.739 -0.047 7.457  -0.646
67 Pd 0.076 -0.170 0.207  0.746

=====

(4)
C21H34ClN2SSi2Zr as an isolated structure at a distorted geometry, computed with ωB97M-V/def2-TZVPD.

The LUMO energy is -3.336 eV. As for the relative energy (zero: lowest compared OMol25 entry of this formula, charge and spin): 55.9 kcal/mol. As for the net charge: +1. The largest force on an atom comes out at 1.24 eV/A.

Last column: natural (NBO) charge in e.
Geometry (Å):
1 H 3.079 0.366 -2.460  0.242
2 H -2.135 -2.823 0.517  0.252
3 C -4.364 1.936 -1.589  -1.125
4 C -1.167 3.251 -1.342  -0.124
5 H -3.234 -0.028 1.503  0.235
6 C 0.710 4.380 -0.281  -0.218
7 C -3.998 -0.027 0.725  -1.122
8 H -4.433 -1.027 0.683  0.245
9 H -3.406 -0.723 -3.136  0.261
10 C -1.426 -2.278 1.160  -0.978
11 C 0.199 -3.499 2.670  -0.189
12 H -4.052 -1.709 -1.833  0.254
13 C -0.648 1.925 -0.809  0.062
14 H 2.822 -5.508 1.923  0.238
15 Zr -0.553 -0.807 -0.241  1.972
16 H 3.445 -2.118 1.721  0.247
17 C 1.283 -4.336 2.861  -0.171
18 H -4.792 0.648 1.054  0.253
19 H -2.032 3.218 -1.994  0.215
20 H 1.563 -4.630 3.864  0.234
21 H 0.017 1.656 -2.860  0.237
22 H -4.208 2.145 -2.649  0.246
23 Si -3.283 0.544 -0.948  1.795
24 H 1.792 3.347 1.213  0.226
25 H 3.238 1.758 1.264  0.236
26 H -1.919 -2.037 2.097  0.264
27 H 1.329 2.105 -1.760  0.246
28 H 2.196 -4.802 -0.363  0.241
29 C 3.868 -1.852 0.751  -1.126
30 C -0.049 2.225 0.611  -0.171
31 Cl 0.221 -2.980 -1.300  0.097
32 H 4.926 -1.622 0.900  0.251
33 H -1.886 1.829 1.710  0.225
34 H 1.360 5.245 -0.304  0.233
35 C -0.473 4.372 -1.144  -0.239
36 H -5.413 1.670 -1.450  0.260
37 C 3.195 -0.572 -1.916  -1.121
38 Si 3.027 -0.363 -0.039  1.794
39 H -1.680 3.516 1.211  0.246
40 H 2.488 -1.295 -2.329  0.229
41 H -0.774 5.302 -1.608  0.232
42 C 1.646 -4.439 0.495  -0.247
43 H 3.819 -2.728 0.103  0.236
44 H -4.180 2.851 -1.023  0.252
45 C 0.951 3.352 0.532  -0.197
46 N 1.309 -0.337 0.369  -1.401
47 S 0.627 0.709 1.510  0.542
48 H 4.199 -0.947 -2.129  0.257
49 H 0.682 0.446 -1.752  0.160
50 C 3.868 1.214 0.559  -1.127
51 H -0.745 2.879 2.567  0.232
52 C 0.582 -3.573 0.336  0.039
53 C -0.213 -3.107 1.391  -0.059
54 N -1.597 0.827 -0.740  -1.299
55 C -1.164 2.636 1.590  -0.638
56 H 4.127 1.888 -0.259  0.251
57 H -0.383 -3.159 3.517  0.229
58 H 4.790 0.956 1.082  0.255
59 C 0.427 1.506 -1.863  -0.577
60 H -2.306 -1.545 -2.051  0.176
61 C -3.263 -1.001 -2.091  -1.062
62 C 1.993 -4.832 1.775  -0.202